Here is a cluster of 17 separate species, C68H187N17O17 in total at a distorted geometry from the OMol25 dataset. Energies are from wB97M-V/def2-TZVPD.

The geometry in XYZ format:
```
289
Properties=species:S:1:pos:R:3:forces:R:3
O -1.252 -5.594 -4.949 -0.8 0.7 -0.5
O -2.415 5.825 -2.657 0.2 0.1 0.5
O 4.881 -3.553 0.757 0.8 -1.1 0.9
O -1.880 -3.646 4.012 0.2 1.4 1.6
O 8.406 2.276 -2.628 0.1 0.0 -1.1
O 3.986 2.370 4.938 -2.1 -1.6 0.5
O 0.076 -0.701 -7.150 1.0 1.9 -0.4
O -5.174 -4.312 -2.138 0.0 -0.9 -1.0
O 2.086 3.620 -4.750 -0.2 -1.4 0.7
O 2.563 -4.565 4.776 1.0 -1.8 0.0
O -8.686 0.142 -4.333 1.6 -0.7 0.5
O -1.275 3.215 3.010 1.9 0.0 -0.1
O 3.383 6.915 0.370 -0.5 -0.6 -0.6
O -1.612 -0.563 -0.058 1.2 -0.5 -0.9
O -5.610 1.228 0.848 0.2 0.2 0.8
O -3.177 1.713 7.129 -0.2 0.5 -0.2
O 1.437 -6.236 0.963 -0.8 -0.2 -1.2
N -1.737 -1.160 2.837 1.5 -0.1 -0.2
N -6.694 2.984 3.947 0.5 1.1 -1.1
N 1.572 2.577 3.268 -0.1 -1.8 -1.0
N -6.974 -5.221 -0.037 0.0 -0.6 0.3
N 1.114 -0.815 1.308 -0.1 1.1 -0.7
N 2.309 6.511 -5.021 0.1 -0.8 0.2
N 3.738 4.199 -2.300 -0.7 0.4 0.5
N 5.508 2.858 -0.416 0.8 0.4 0.8
N 0.985 -1.672 6.203 0.0 1.6 0.8
N -0.612 0.783 4.443 -0.5 -1.5 1.2
N 7.459 -4.805 1.013 -1.3 -0.5 -0.3
N -1.883 2.338 -3.822 0.9 0.0 -0.8
N 6.460 2.666 2.238 -0.3 -0.4 1.3
N 0.835 -6.536 -1.892 1.1 0.4 -1.2
N -1.928 -5.776 2.459 0.1 0.5 0.4
N -6.615 -2.256 -4.273 -1.9 0.1 -0.5
N -2.067 -2.794 -5.047 -0.2 -1.2 0.2
C -1.059 -4.316 0.682 0.5 -0.6 0.5
C 0.059 -5.667 -2.808 -1.7 0.5 0.9
C 2.310 -3.744 5.888 -0.1 1.5 -1.7
C -7.214 0.737 3.223 1.3 -0.7 -0.7
C -1.626 4.800 -3.272 -1.0 0.0 -0.1
C 0.734 0.150 0.254 -0.6 -1.4 -0.7
C -3.967 -4.034 -2.815 0.6 0.3 0.3
C -4.503 2.329 7.091 1.2 -0.3 -0.7
C 2.139 2.177 -4.704 -0.9 0.5 0.8
C -2.185 3.401 -2.901 -0.2 -0.3 2.0
C 5.119 2.737 4.260 1.0 0.4 0.3
C 3.094 5.288 -1.507 0.2 0.4 0.0
C -2.544 -0.945 -1.054 -1.0 0.8 0.3
C -2.560 1.548 5.787 -0.3 -0.1 2.1
C 3.681 -2.837 0.790 0.2 1.3 -1.1
C 6.632 -4.511 2.199 1.0 0.1 -0.1
C 9.305 3.086 -3.402 -0.7 0.0 1.1
C 3.776 -5.339 4.818 0.0 0.5 -1.1
C 0.549 -4.212 -2.825 0.2 -0.3 -0.5
C 5.629 -3.383 1.963 0.2 1.0 0.5
C 1.661 -2.477 5.208 -1.6 -1.0 0.9
C -7.173 -2.926 0.750 0.5 -0.3 -0.6
C 0.475 -6.170 1.970 0.0 1.8 0.6
C -0.890 -0.726 -4.446 -1.4 0.1 0.1
C 1.097 3.922 3.122 -0.6 -0.8 -0.9
C 5.056 0.710 2.673 -0.2 0.0 0.0
C 0.000 1.983 6.262 -1.0 0.7 1.8
C 2.330 4.139 -6.019 0.1 1.1 -0.1
C -0.918 -5.680 1.427 0.4 -2.2 -0.9
C 7.509 3.021 -1.851 0.2 -0.6 1.8
C 1.770 4.753 -0.986 0.2 0.9 0.0
C 2.034 0.596 -0.446 -1.4 -0.1 -0.1
C -2.451 3.069 2.291 -0.9 0.6 0.5
C 7.623 -4.322 3.388 -1.9 0.0 -0.3
C -1.348 -4.283 5.180 0.5 -0.1 -0.1
C -6.417 -0.875 -3.825 0.7 -1.7 0.6
C 5.611 1.311 -2.223 1.2 -0.2 -0.6
C -6.817 -3.882 -0.463 -0.3 2.3 1.2
C -0.245 3.935 2.302 0.0 -0.5 1.1
C 3.997 5.875 -0.380 -0.7 -0.9 -0.7
C -6.002 2.357 1.586 -0.7 -0.3 0.3
C -6.235 1.894 3.034 -0.7 1.0 2.0
C -4.907 -0.603 -3.862 -0.5 2.5 -0.4
C -0.312 -1.868 -6.545 -0.8 -1.7 -0.9
C 6.468 2.075 -1.170 -1.4 -0.5 -2.2
C 5.164 2.221 2.806 0.7 0.2 0.8
C -3.818 -2.009 2.165 -2.2 -0.9 1.3
C -5.373 -3.545 -0.994 -1.5 0.1 0.0
C 2.718 -6.549 1.390 1.0 0.7 0.3
C -1.388 -6.205 -6.232 0.5 -0.2 -0.1
C -5.499 1.471 -0.517 0.0 -1.3 -0.5
C -3.017 -1.534 3.371 1.0 -0.4 -2.1
C -9.439 0.912 -5.225 -0.4 -0.3 -0.7
C 4.203 7.366 1.421 0.2 0.8 -0.6
C -2.202 7.194 -3.042 -0.1 -1.1 -0.8
C -2.671 -2.537 4.466 -1.4 -0.1 -0.3
C -1.710 2.989 -1.434 0.0 1.2 -1.2
C 1.825 5.622 -6.078 0.1 -0.7 -1.4
C 2.155 4.720 2.366 -0.5 1.1 0.7
C -0.302 -0.506 -0.686 0.6 0.7 0.1
C -1.044 1.038 5.814 -1.1 0.7 -1.8
C -1.473 -1.628 -5.565 1.8 2.0 -0.1
C 1.384 -0.643 -7.710 -0.1 0.2 1.2
C 2.634 -1.665 4.400 1.3 0.1 -0.1
C -7.255 0.096 -4.633 -0.3 1.2 -0.4
C 3.792 2.860 6.265 0.9 -0.1 -1.0
C 2.191 6.270 -7.426 0.4 0.7 0.1
C -0.264 -6.253 -4.191 0.6 -0.6 0.7
H 0.921 1.941 3.706 0.3 0.1 0.0
H -0.950 -3.535 1.434 0.2 0.2 -0.2
H -7.594 -3.657 -1.193 0.4 0.0 -0.6
H -6.893 -5.853 -0.821 0.4 -0.2 0.1
H 5.133 2.025 -2.893 -0.1 -0.1 0.0
H 6.248 0.646 -2.806 0.1 0.0 -0.3
H 5.961 -5.346 2.399 0.4 -0.6 -0.2
H -1.155 -6.523 0.778 -0.2 0.2 -0.9
H 2.853 2.461 6.650 -0.1 0.5 -0.3
H -6.208 -5.329 0.612 0.1 -1.0 0.2
H -0.567 4.820 -3.013 0.2 0.4 0.1
H 7.066 3.894 -2.330 -0.6 -0.3 -0.8
H 4.615 6.559 2.027 0.1 -0.1 0.0
H 3.568 -1.514 4.941 0.2 -0.1 0.3
H -4.478 -0.648 -4.863 -0.1 -0.8 -0.1
H -0.321 -1.266 -3.689 0.4 -0.3 -0.4
H 0.451 -1.003 5.668 0.3 0.8 -0.2
H -3.201 0.786 5.344 0.2 -0.2 -0.6
H -9.321 0.518 -6.235 -0.3 -0.2 -0.2
H 2.731 -7.271 2.206 -0.1 -0.2 0.1
H 3.751 -6.090 4.029 -0.4 0.2 -0.2
H -3.638 -4.838 -3.475 -0.5 -0.2 0.0
H -1.828 -0.880 1.871 0.0 0.2 -0.2
H -2.069 -4.696 5.885 -0.7 0.1 -0.3
H 4.871 2.215 0.032 -0.3 -0.1 0.0
H -7.016 -1.913 0.379 0.3 0.2 0.5
H -9.234 1.977 -5.338 0.7 0.3 0.6
H -1.960 2.710 -4.757 -0.6 -0.1 -0.5
H 3.894 3.940 6.159 -0.6 0.3 0.7
H 8.739 3.829 -3.964 0.0 -0.1 -0.4
H -0.675 -7.244 -3.998 0.5 -0.5 -0.1
H 0.509 -2.442 -6.115 0.4 0.3 0.8
H 0.842 -2.721 4.531 0.3 -1.2 -0.6
H -6.194 -3.049 -3.811 0.9 0.5 0.6
H 4.483 4.528 -2.897 0.5 0.6 0.2
H 4.197 5.038 0.288 0.4 -0.1 0.2
H 1.681 5.594 1.920 0.1 0.2 0.0
H -3.273 3.436 -2.944 -0.1 0.5 0.4
H 8.063 3.517 -1.053 0.3 0.0 0.5
H 5.031 0.464 1.611 0.1 -0.2 -0.1
H -0.896 2.123 -3.811 0.4 -0.3 0.5
H 6.113 -2.408 2.008 0.6 0.4 -0.8
H -1.733 -0.322 -3.885 0.0 0.2 0.0
H 1.309 5.618 -0.508 -0.3 -0.2 0.3
H -0.648 2.742 -1.437 0.2 -0.2 -0.3
H -1.743 4.917 -4.350 0.2 0.0 -0.4
H -7.260 3.649 3.440 -0.1 0.2 0.1
H 3.252 -2.839 -0.211 -0.3 -0.7 0.0
H 0.655 -6.267 -4.777 0.3 -0.4 -0.1
H -1.733 3.918 -0.865 -0.4 -0.1 0.4
H 1.984 1.899 -3.662 0.3 0.1 0.2
H -2.138 -1.943 5.209 0.2 -0.3 0.4
H -0.598 -2.518 -7.372 -0.7 -0.6 -0.1
H -8.200 0.932 2.803 0.1 -0.1 -0.3
H -4.224 -1.033 -3.130 -0.6 -0.5 -0.1
H -5.113 1.820 6.345 -0.2 -0.2 0.0
H 0.183 1.011 0.632 0.2 0.4 0.4
H 3.664 8.075 2.049 -0.4 -0.3 0.0
H -2.382 2.710 1.264 0.4 -0.3 0.0
H 3.269 6.344 -7.575 0.2 -0.4 0.2
H 1.740 -0.200 1.808 0.4 -0.4 1.1
H -0.356 0.068 -1.611 -0.4 0.5 -0.1
H 4.348 2.734 2.297 -0.4 -0.2 -0.2
H -2.188 -5.861 -6.888 -0.4 0.7 0.8
H 1.751 -4.327 6.620 -0.5 0.5 0.2
H -2.945 -2.911 -5.532 -0.1 -0.6 0.1
H -1.732 -6.532 3.099 0.0 -0.6 -0.2
H 1.675 -1.532 -8.269 -0.4 0.2 -0.7
H 3.216 -3.347 6.345 0.3 -0.3 0.2
H 2.155 -0.593 -6.941 0.0 -0.1 0.6
H 6.549 3.625 2.540 0.4 0.3 -0.2
H -3.079 2.415 2.897 -0.2 -0.1 -0.3
H 2.863 5.100 3.103 0.3 0.0 -0.1
H 3.051 1.692 -5.051 0.2 0.5 -0.2
H -3.067 7.790 -2.750 0.2 -0.2 0.6
H -1.209 0.074 4.041 0.3 0.2 -1.1
H 0.927 4.251 4.147 -0.3 1.2 -0.1
H -5.284 -2.491 -1.257 -0.1 0.4 0.1
H -3.418 -0.585 3.726 -0.7 -0.4 0.7
H 0.045 -1.472 -1.053 -0.1 -0.6 0.5
H -6.608 -3.171 1.650 0.8 0.3 -0.3
H -4.838 0.474 -3.712 0.3 0.4 0.4
H -2.222 2.181 -0.912 -0.3 0.1 -0.4
H 2.686 4.208 1.564 -0.3 -0.4 0.4
H -6.887 1.089 -4.373 0.2 0.3 -0.1
H -4.201 -1.194 1.550 0.2 0.2 0.1
H 1.893 3.940 -0.271 -0.2 -0.1 -0.3
H -3.440 -2.809 1.528 0.8 0.2 0.2
H -10.478 0.845 -4.904 0.0 -0.2 -0.1
H 2.067 7.453 -5.295 0.1 0.2 0.0
H 1.903 7.320 -7.379 -0.3 0.1 0.0
H -0.976 0.151 6.443 -0.3 -0.3 -0.1
H 4.560 2.516 6.957 0.4 -0.1 -0.1
H -6.688 -0.109 2.781 -0.7 -0.5 -0.4
H 1.451 0.340 -8.178 0.0 -0.5 -0.7
H -1.560 -7.278 -6.143 0.2 -0.2 0.2
H -4.001 -3.104 -3.383 -0.2 0.0 -0.1
H -7.354 0.455 4.267 0.2 0.4 0.2
H 2.343 -0.652 4.120 -0.7 -0.1 0.2
H -6.833 -0.728 -2.828 0.4 0.0 0.7
H -0.344 0.125 -4.853 0.2 -0.2 0.0
H 2.736 0.996 0.286 0.0 0.1 0.0
H 7.081 -4.649 4.276 0.2 0.3 0.4
H 4.975 -3.230 2.821 -0.6 -0.7 0.2
H -2.022 -4.176 0.191 -0.4 -0.4 0.5
H -0.107 2.916 5.710 0.3 0.1 0.1
H -1.210 -2.022 2.834 0.5 0.0 -0.3
H -0.391 -4.147 -0.163 0.6 -0.2 0.5
H -8.168 -2.948 1.195 -0.5 -0.5 -0.9
H 0.507 -7.105 2.529 -1.0 -0.7 -0.3
H -2.914 4.056 2.271 -0.5 0.2 -0.3
H 0.601 -7.519 -1.912 -0.3 0.0 -0.3
H 0.301 -0.935 1.896 0.0 -0.1 0.4
H -3.152 -3.910 -2.103 0.2 0.0 0.3
H 1.727 1.371 -1.148 0.5 0.2 -0.2
H -2.264 -1.826 -1.632 0.2 0.0 0.0
H 3.947 -1.782 0.858 -0.2 0.4 0.7
H -0.728 -5.114 4.846 0.2 0.2 0.0
H -0.320 2.113 7.296 1.0 0.8 0.5
H -3.534 -1.081 -0.618 0.2 -0.5 0.5
H 4.948 3.383 -1.073 -0.3 -0.1 -0.1
H 0.972 1.508 6.129 -0.1 0.2 0.2
H -2.753 -0.087 -1.692 0.5 0.1 -0.6
H -2.708 2.498 5.273 0.5 0.0 -0.3
H 1.128 4.504 -1.832 0.0 -0.4 0.1
H 5.914 0.205 3.115 0.2 0.2 0.0
H -1.250 7.603 -2.703 0.0 0.0 0.4
H 1.275 1.738 -5.203 0.0 0.1 -0.6
H -5.252 1.676 3.452 0.1 -0.7 -0.2
H 6.746 -4.872 0.300 0.1 -0.4 -0.7
H 3.370 -6.908 0.593 -0.5 -0.2 -0.3
H -5.016 2.403 -0.811 0.1 0.2 0.2
H 3.394 4.029 -6.227 0.4 0.4 -0.2
H 7.845 -3.257 3.446 0.5 -0.1 0.3
H -7.076 -0.050 -5.699 -0.2 -0.2 -0.3
H 9.934 3.654 -2.717 0.3 0.0 0.1
H 4.849 0.664 -1.787 -0.1 0.2 0.4
H 2.996 4.158 -2.984 0.0 -1.1 -0.6
H -7.225 2.691 4.755 0.1 -0.4 -0.2
H -3.561 -3.022 4.868 -0.3 0.5 0.4
H -4.596 -3.768 -0.262 0.0 -0.1 0.4
H 6.913 1.265 -0.591 0.6 0.6 0.5
H 9.921 2.449 -4.037 -0.3 0.0 0.1
H 6.381 2.695 1.231 0.0 0.3 -0.1
H -4.916 0.608 -0.841 0.2 0.3 -0.6
H 8.012 -4.025 0.688 0.2 0.5 0.5
H 0.228 -2.096 6.719 0.3 -0.9 0.2
H -2.295 -1.131 -6.080 0.5 0.8 -0.2
H -0.631 4.940 2.130 0.3 0.4 0.0
H 2.946 -3.121 1.544 0.1 -0.2 0.1
H -0.115 3.456 1.332 0.3 -0.1 -0.2
H 0.867 -3.957 -1.814 0.2 0.3 -0.2
H -6.469 1.376 -1.005 -0.3 0.3 -0.1
H -1.471 -3.579 -5.265 -0.3 -0.6 0.4
H -7.584 -2.398 -4.025 -0.6 -0.5 -0.6
H 1.827 3.526 -6.767 -0.4 0.2 -0.3
H -0.780 -3.557 5.762 0.3 -0.1 -0.2
H -1.790 -4.961 3.040 -0.6 0.0 -0.3
H 4.059 -5.922 5.695 -0.5 0.5 0.7
H -0.494 -6.012 -6.825 0.4 -0.3 0.0
H 3.180 -5.616 1.712 0.3 0.0 0.5
H 5.164 3.826 4.264 0.1 0.6 -0.4
H -5.008 2.325 8.057 0.5 -0.5 0.1
H 5.962 2.433 4.881 0.7 -0.4 -0.4
H 0.739 5.585 -5.997 -0.3 -0.3 -0.2
H 8.487 -4.978 3.288 0.0 0.3 -0.3
H 0.773 -5.491 2.768 0.4 0.8 0.1
H -4.684 -2.482 2.627 -0.7 0.0 -0.3
H -2.208 7.277 -4.129 0.2 -0.2 -0.4
H 4.174 0.263 3.132 -0.2 0.3 0.0
H 2.447 2.440 3.754 0.2 0.6 0.1
H -0.210 -3.513 -3.177 -0.6 -0.2 0.4
H 4.569 -4.647 4.534 0.4 -0.1 0.3
H 0.679 -6.218 -0.946 0.3 0.0 0.1
H -5.256 3.139 1.447 0.3 0.2 0.6
H 1.712 6.320 -4.229 0.2 0.0 0.5
H -0.876 -5.634 -2.248 -0.9 0.5 -0.6
H 2.906 -2.162 3.469 -0.2 -0.2 0.1
H 4.930 6.157 -0.868 0.3 0.4 0.2
H -4.463 3.377 6.794 0.3 0.1 -0.2
H 4.971 7.981 0.951 0.7 -0.2 0.3
H -0.549 1.636 3.906 -1.1 -0.2 0.0
H -6.918 2.769 1.162 -0.5 0.0 0.0
H 2.837 6.002 -2.288 0.1 1.0 0.5
H 2.506 -0.237 -0.968 0.0 0.0 -0.1
H 1.332 -4.012 -3.556 0.6 -0.4 0.2
H 1.785 5.898 -8.367 -0.3 -0.5 0.4
```
Positions in Å, forces in eV/Å.

Values from the calculation:
HOMO: -8.350 eV
Orbital gap: 8.7 eV
E_tot: -4912.41037 Eh
Net charge: 0
E_LUMO: 0.363 eV
Relative energy (zero: lowest compared OMol25 entry of this formula, charge and spin): 158.2 kcal/mol